No. 1
Computed, not measured: a gas-phase ion, C25H35N4 (charge +1) at a distorted geometry, with ωB97M-V with the def2-TZVPD basis set.

Output
Orbital gap ... 7.8245 eV
DFT total energy ... -1192.4303 Eh
ΔE to the lowest compared entry with this formula, charge and spin ... 0.0 kcal/mol
SMILES string ... Cc1ccc([C@@H](NC(N(C)C)=[N+](C)C)c2c(C(C)(C)C)[nH]c3ccccc23)cc1
E_HOMO ... -10.11 eV

```
! RIJCOSX wB97M-V def2-TZVPD def2/J DEFGRID3
* xyz 1 1
C 2.831 -0.939 2.048
C 3.441 0.051 1.063
C 4.681 0.643 1.749
C 3.838 -0.564 -0.271
C 2.425 1.128 0.689
N 2.785 2.399 0.965
C 1.811 3.301 0.589
C 0.750 2.560 0.018
C -0.425 3.272 -0.263
C -0.496 4.637 0.027
C 0.603 5.333 0.555
C 1.790 4.661 0.855
C 1.134 1.145 0.087
C 0.169 -0.024 -0.075
C -1.263 0.445 0.167
C -1.559 0.961 1.431
C -2.879 1.237 1.769
C -3.911 0.966 0.862
C -5.330 1.215 1.265
C -3.599 0.520 -0.425
C -2.269 0.343 -0.797
H 1.943 -1.447 1.655
H 3.575 -1.706 2.305
H 2.559 -0.423 2.981
H 5.259 1.307 1.097
H 4.442 1.167 2.683
H 5.349 -0.183 2.021
H 4.297 0.213 -0.899
H 4.568 -1.369 -0.129
H 2.958 -0.957 -0.797
H 3.651 2.683 1.405
H -1.286 2.742 -0.665
H -1.424 5.175 -0.168
H 0.536 6.403 0.723
H 2.677 5.158 1.250
H 0.467 -0.678 0.750
H -0.724 1.128 2.121
H -3.081 1.685 2.748
H -5.996 0.607 0.650
H -5.474 0.947 2.317
H -5.622 2.266 1.136
H -4.399 0.335 -1.151
H -2.046 0.140 -1.847
C -2.664 -3.111 -0.954
N -1.414 -2.455 -0.540
C -1.211 -2.478 0.898
C -0.472 -2.006 -1.423
N 0.250 -0.841 -1.231
N -0.220 -2.763 -2.494
C -0.678 -4.151 -2.591
C 0.762 -2.396 -3.512
H -3.010 -2.747 -1.931
H -2.550 -4.206 -0.969
H -3.439 -2.867 -0.208
H -0.179 -2.761 1.129
H -1.450 -1.516 1.354
H -1.900 -3.211 1.329
H 0.683 -0.432 -2.056
H -0.644 -4.642 -1.611
H -1.680 -4.223 -3.038
H 0.036 -4.638 -3.259
H 0.512 -1.460 -4.038
H 1.786 -2.372 -3.101
H 0.726 -3.204 -4.246
*
```


No. 2
Computed, not measured: 2 unconnected molecules or ions with the total composition C25H35O2Si at a distorted geometry, with ωB97M-V with the def2-TZVPD basis set.

Output
Orbital gap ... 4.8090 eV
DFT total energy ... -1413.3844 Eh
E_HOMO ... -10.17 eV

```
! RIJCOSX wB97M-V def2-TZVPD def2/J DEFGRID3
* xyz 1 1
C 4.001 3.606 0.283
Si 2.531 3.390 1.401
C 2.489 1.668 2.115
C 2.541 4.676 2.749
O 1.142 3.604 0.457
C -0.112 3.411 0.986
C -0.759 2.235 0.774
C -2.038 1.899 1.448
C -3.220 2.795 1.051
C -3.194 4.150 1.749
C -2.034 5.039 1.312
C -0.671 4.551 1.804
H 4.918 3.496 0.880
H 4.022 2.850 -0.512
H 4.016 4.600 -0.182
H 3.378 1.533 2.748
H 1.599 1.498 2.735
H 2.508 0.904 1.326
H 3.484 4.580 3.305
H 2.488 5.692 2.336
H 1.711 4.543 3.455
H -0.285 1.433 0.200
H -2.280 0.864 1.175
H -1.938 1.925 2.546
H -3.209 2.944 -0.034
H -4.158 2.283 1.303
H -4.133 4.675 1.531
H -3.148 3.998 2.836
H -2.011 5.115 0.218
H -2.199 6.051 1.706
H -0.762 4.214 2.852
H 0.030 5.399 1.794
C 0.282 -6.390 3.245
O 0.926 -5.105 3.146
C 0.717 -4.400 2.007
C 1.390 -3.155 1.882
C 1.266 -2.438 0.721
C 0.461 -2.898 -0.378
C 0.463 -2.127 -1.564
C -0.055 -2.440 -2.847
C -0.070 -1.387 -3.817
C -0.607 -1.569 -5.073
C -1.166 -2.803 -5.437
C -1.758 -2.964 -6.798
C -1.122 -3.868 -4.526
C -0.532 -3.718 -3.279
C -0.294 -4.091 -0.171
C -0.130 -4.856 0.965
H 0.551 -6.751 4.233
H -0.807 -6.297 3.156
H 0.653 -7.074 2.471
H 2.003 -2.807 2.713
H 1.788 -1.486 0.607
H 0.970 -1.162 -1.488
H 0.361 -0.427 -3.530
H -0.607 -0.753 -5.799
H -2.274 -3.923 -6.891
H -2.471 -2.162 -7.020
H -0.990 -2.919 -7.580
H -1.554 -4.828 -4.824
H -0.417 -4.594 -2.645
H -1.032 -4.422 -0.896
H -0.651 -5.811 1.070
*
```


No. 3
Computed, not measured: a molecular structure, C25H36AsClILaP2 at a distorted geometry, with ωB97M-V with the def2-TZVPD basis set.

Output
Orbital gap (alpha / beta) ... 3.2949 / 3.7892 eV
DFT total energy ... -4681.5954 Eh
E_HOMO (alpha / beta) ... -13.83 / -13.83 eV

```
! RIJCOSX wB97M-V def2-TZVPD def2/J DEFGRID3
* xyz 2 1
C -1.604 0.180 -2.791
I 3.077 0.758 -0.443
H -1.740 0.122 -3.892
H -2.144 1.084 -2.468
H -2.138 -0.696 -2.389
La 0.829 0.020 -2.536
P 0.446 2.962 -2.466
C 0.146 4.008 -0.996
C 2.097 3.579 -3.005
H 1.999 4.644 -3.262
H -0.251 4.901 -3.731
H 2.440 3.009 -3.884
H -0.433 3.383 -4.689
H 0.931 3.821 -0.252
H 2.819 3.426 -2.193
C -0.569 3.851 -3.704
H 0.137 5.063 -1.303
H -1.630 3.782 -3.426
H -0.827 3.725 -0.567
P 0.362 -2.928 -2.329
C -0.022 -3.944 -0.862
C -0.631 -3.755 -3.632
H 2.424 -2.964 -3.656
H 1.948 -4.610 -3.124
H 2.711 -3.459 -1.973
C 2.021 -3.557 -2.820
H -0.481 -3.233 -4.589
H -0.342 -4.807 -3.739
H 0.012 -5.014 -1.097
H -1.023 -3.676 -0.500
H -1.698 -3.695 -3.387
H 0.699 -3.714 -0.068
Cl 1.217 -0.105 -5.087
C -1.001 3.762 3.935
C 0.238 3.713 3.285
C 0.527 2.665 2.407
C -0.425 1.655 2.180
C -1.659 1.700 2.837
C -1.946 2.759 3.712
As 0.133 0.202 0.941
C 1.384 -0.708 2.212
C 2.268 -1.689 1.721
C 3.318 -2.154 2.515
C 3.478 -1.673 3.821
C 2.548 -0.769 4.341
C 1.511 -0.282 3.530
C -1.492 -0.881 1.158
C -1.481 -2.017 1.970
C -2.634 -2.806 2.083
C -3.779 -2.476 1.350
C -3.791 -1.339 0.528
C -2.650 -0.533 0.444
H -1.230 4.581 4.618
H 0.983 4.490 3.465
H 1.498 2.618 1.909
H -2.390 0.909 2.671
H -2.914 2.789 4.217
H 2.178 -2.039 0.693
H 4.025 -2.889 2.116
H 4.329 -1.992 4.431
H 2.615 -0.431 5.383
H 0.809 0.448 3.924
H -0.573 -2.276 2.514
H -2.627 -3.676 2.750
H -4.670 -3.101 1.428
H -4.691 -1.083 -0.042
H -2.668 0.361 -0.185
*
```


No. 4
Computed, not measured: a molecular structure, C25H36Br2GeN5O2OsSe at a distorted geometry, with ωB97M-V with the def2-TZVPD basis set.

Output
Orbital gap (alpha / beta) ... 3.0271 / 2.8913 eV
DFT total energy ... -11114.5981 Eh
ΔE to the lowest compared entry with this formula, charge and spin ... 6.9 kcal/mol
E_HOMO (alpha / beta) ... -14.37 / -14.29 eV

```
! RIJCOSX wB97M-V def2-TZVPD def2/J DEFGRID3
* xyz 3 1
Os 0.525 2.050 -0.507
Br 5.698 0.841 3.593
C 4.227 1.113 2.488
C 2.937 1.117 3.004
C 1.881 1.332 2.145
N 2.035 1.534 0.826
C 3.297 1.546 0.324
C 4.402 1.339 1.128
C 3.414 1.894 -1.114
C 4.588 1.795 -1.831
C 4.604 2.200 -3.165
Br 6.171 2.080 -4.155
C 3.438 2.694 -3.742
C 2.296 2.740 -2.974
N 2.276 2.340 -1.693
H 2.756 0.976 4.060
H 0.865 1.342 2.515
H 5.400 1.383 0.717
H 5.490 1.407 -1.381
H 3.420 3.029 -4.769
H 1.353 3.098 -3.367
C -0.906 3.989 1.424
C -0.762 2.566 0.967
O -1.351 1.622 1.456
H -1.760 4.085 2.092
H -1.011 4.659 0.569
H 0.000 4.285 1.961
C -1.476 -3.296 -3.211
C -0.952 -2.110 -2.472
C -1.646 -1.534 -1.408
C -1.162 -0.410 -0.777
N -0.010 0.186 -1.141
C 0.687 -0.378 -2.151
C 0.254 -1.501 -2.816
H -2.145 -3.892 -2.593
H -0.666 -3.927 -3.574
H -2.043 -2.960 -4.082
H -2.581 -1.957 -1.064
H -1.674 0.035 0.064
H 1.627 0.083 -2.414
H 0.872 -1.901 -3.610
C -1.224 -4.710 1.269
Ge -2.371 -4.216 2.771
C -4.095 -3.524 2.203
C -2.419 -5.530 4.193
C -1.504 -2.573 3.748
Se -0.419 -1.500 2.667
C 1.252 -2.450 2.881
H -1.815 -5.289 0.558
H -0.393 -5.338 1.589
H -0.833 -3.836 0.744
H -4.595 -4.265 1.579
H -3.988 -2.605 1.624
H -4.732 -3.322 3.063
H -2.896 -6.441 3.830
H -2.994 -5.162 5.041
H -1.412 -5.782 4.524
H -0.934 -2.993 4.576
H -2.350 -1.982 4.096
H 1.068 -3.511 2.726
H 1.626 -2.274 3.888
H 1.955 -2.077 2.140
C -1.207 5.057 -3.714
N -2.196 4.336 -2.919
C -1.878 3.365 -2.073
N -2.849 2.765 -1.363
O -0.657 3.032 -1.941
H -1.701 5.908 -4.173
H -0.799 4.423 -4.501
H -0.404 5.423 -3.078
H -3.169 4.553 -3.064
H -3.817 3.025 -1.453
H -2.619 2.001 -0.754
*
```


No. 5
Computed, not measured: 3 unconnected molecules or ions with the total composition C25H36BrNO9S at a distorted geometry, with ωB97M-V with the def2-TZVPD basis set.

Output
Orbital gap ... 7.9176 eV
DFT total energy ... -4677.6242 Eh
SMILES string ... C#CC[C@@]1(Cc2cccc(C)c2)OS(=O)(=O)O[C@]1(CNC)CC(=O)Br.CCOC(C)=O.CCOC(C)=O
E_HOMO ... -8.12 eV

```
! RIJCOSX wB97M-V def2-TZVPD def2/J DEFGRID3
* xyz 0 1
C -2.604 -0.123 2.278
C -2.867 -1.412 1.729
C -3.316 -2.875 1.148
C -3.628 -2.881 -0.496
C -2.348 -2.720 -1.524
C -1.499 -1.334 -1.372
C 0.162 -1.485 -1.251
C 1.163 -0.176 -1.141
C 0.546 1.360 -1.140
C -1.097 1.512 -1.254
C -1.760 3.038 -1.296
C -2.079 0.197 -1.365
O -3.913 -4.346 -0.671
S -5.528 -4.794 -1.005
O -6.152 -5.909 -0.084
O -5.798 -5.374 -2.419
O -6.179 -3.232 -0.622
C -5.101 -2.249 -0.978
C -5.659 -0.919 -0.135
N -7.090 -0.546 -0.498
C -7.268 0.857 0.105
C -5.319 -2.197 -2.636
C -5.018 -0.724 -3.287
O -5.698 0.405 -3.068
Br -3.483 -0.562 -4.621
H -2.305 0.817 2.928
H -2.517 -3.696 1.411
H -4.323 -3.166 1.719
H -2.611 -2.859 -2.655
H -1.606 -3.614 -1.250
H 0.677 -2.554 -1.257
H 2.325 -0.306 -1.072
H 1.244 2.319 -1.094
H -2.672 3.045 -2.053
H -0.977 3.836 -1.709
H -2.158 3.315 -0.226
H -3.228 0.393 -1.464
H -5.707 -1.289 0.999
H -4.911 -0.020 -0.144
H -7.783 -1.164 -0.013
H -6.390 1.581 -0.235
H -7.265 0.843 1.292
H -8.292 1.332 -0.249
H -4.716 -3.027 -3.200
H -6.470 -2.427 -2.852
O 1.650 3.890 0.544
C 2.475 3.297 1.238
O 2.239 3.097 2.555
C 3.040 2.254 3.406
C 4.232 3.014 3.952
C 3.792 2.869 0.662
H 3.328 1.334 2.892
H 2.394 1.954 4.239
H 4.898 3.348 3.152
H 4.805 2.389 4.642
H 3.902 3.913 4.484
H 4.485 3.714 0.682
H 3.631 2.558 -0.375
H 4.238 2.016 1.168
O 5.215 0.060 0.537
C 6.444 0.017 0.523
O 7.168 1.147 0.696
C 8.595 1.178 0.889
C 9.321 1.169 -0.442
C 7.161 -1.267 0.224
H 8.921 0.372 1.551
H 8.815 2.115 1.411
H 9.116 0.255 -1.006
H 10.400 1.250 -0.292
H 8.988 2.006 -1.064
H 7.212 -1.405 -0.859
H 6.594 -2.091 0.667
H 8.160 -1.323 0.649
*
```


No. 6
Computed, not measured: a molecular structure, C25H36CdNP2S3, with ωB97M-V with the def2-TZVPD basis set.

Output
Orbital gap ... 6.5003 eV
DFT total energy ... -3074.1210 Eh
ΔE to the lowest compared entry with this formula, charge and spin ... 8.3 kcal/mol
E_HOMO ... -3.84 eV

```
! RIJCOSX wB97M-V def2-TZVPD def2/J DEFGRID3
* xyz -1 1
Cd 0.621 -0.161 -0.052
C 0.754 -2.675 2.856
C 0.707 -1.389 3.686
C -0.109 -1.626 4.957
P 0.185 0.000 2.580
C 0.937 1.536 3.273
C 0.401 2.742 2.504
C 0.886 1.772 4.779
C -1.622 0.141 2.649
C -2.313 0.439 3.827
C -3.688 0.593 3.878
C -4.402 0.436 2.689
C -3.768 0.132 1.505
C -2.353 -0.023 1.424
N -1.704 -0.227 0.253
C -2.363 -0.546 -0.929
C -3.314 -1.577 -1.024
C -3.875 -1.927 -2.237
C -3.510 -1.266 -3.407
C -2.572 -0.249 -3.331
C -1.990 0.125 -2.119
P -0.729 1.432 -1.917
C -1.743 2.977 -1.822
C -2.934 3.053 -2.775
C -2.232 3.147 -0.379
C 0.286 1.521 -3.464
C 0.772 0.129 -3.874
C -0.240 2.306 -4.666
H 1.081 -3.513 3.478
H 1.422 -2.594 1.998
H -0.244 -2.916 2.476
H 1.731 -1.115 3.962
H -1.138 -1.893 4.709
H -0.138 -0.765 5.625
H 0.326 -2.463 5.510
H 1.986 1.408 2.983
H -0.656 2.909 2.730
H 0.498 2.604 1.425
H 0.958 3.642 2.777
H -0.133 1.954 5.126
H 1.475 2.661 5.030
H 1.303 0.937 5.343
H -1.751 0.550 4.745
H -4.188 0.824 4.809
H -5.481 0.559 2.688
H -4.354 0.034 0.602
H -3.585 -2.115 -0.123
H -4.595 -2.738 -2.277
H -3.942 -1.546 -4.360
H -2.281 0.267 -4.238
H -1.035 3.781 -2.050
H -3.656 2.269 -2.539
H -2.658 2.948 -3.823
H -3.437 4.018 -2.653
H -2.906 2.331 -0.103
H -2.783 4.086 -0.274
H -1.411 3.144 0.336
H 1.168 2.049 -3.084
H -0.032 -0.454 -4.329
H 1.172 -0.448 -3.038
H 1.579 0.227 -4.604
H -1.103 1.823 -5.130
H 0.544 2.364 -5.428
H -0.523 3.328 -4.409
S 4.924 -1.525 -1.102
C 3.386 -1.009 -0.736
S 3.016 0.674 -0.402
S 2.020 -2.123 -0.761
*
```


No. 7
Computed, not measured: a molecular structure, C25H36CrNO2 at a distorted geometry, with ωB97M-V with the def2-TZVPD basis set.

Output
Orbital gap (alpha / beta) ... 4.2353 / 5.2068 eV
DFT total energy ... -2223.8245 Eh
ΔE to the lowest compared entry with this formula, charge and spin ... 0.0 kcal/mol
E_HOMO (alpha / beta) ... -2.17 / -3.14 eV

```
! RIJCOSX wB97M-V def2-TZVPD def2/J DEFGRID3
* xyz -1 5
O -1.217 2.011 -4.985
C -2.627 1.897 -5.326
C -2.400 2.213 -6.811
H -3.233 2.648 -4.803
H -3.013 0.887 -5.142
C -0.913 2.352 -6.370
H -2.849 3.149 -7.157
H -2.580 1.377 -7.493
C -0.393 3.765 -6.527
H -1.087 4.495 -6.098
H -0.272 3.993 -7.592
H 0.585 3.869 -6.046
C 0.015 1.349 -7.019
H -0.376 0.331 -6.932
H 1.005 1.398 -6.554
H 0.129 1.587 -8.082
Cr 1.332 -1.237 2.578
C 2.131 -3.232 2.377
C 0.805 -3.324 2.943
C -0.126 -2.988 1.902
H 0.559 -3.651 3.949
C 0.600 -2.780 0.690
C 1.983 -2.870 0.991
H 2.791 -2.815 0.265
H 3.057 -3.461 2.905
H -1.205 -3.062 1.988
H 0.158 -2.725 -0.306
C 3.127 -0.213 3.340
C 3.558 -0.575 2.020
C 2.897 0.268 1.080
H 4.350 -1.296 1.799
C 1.991 1.106 1.789
C 2.108 0.814 3.186
H 1.630 1.353 4.001
H 3.564 -0.551 4.272
H 3.142 0.334 0.024
H 1.414 1.929 1.382
O 0.024 0.011 0.098
C 0.606 0.117 -1.215
C -0.546 0.127 -2.210
H 1.309 -0.716 -1.360
H 1.184 1.053 -1.262
C -1.697 0.723 -1.390
H -0.793 -0.912 -2.475
H -0.334 0.695 -3.115
C -1.403 0.166 -0.007
H -2.681 0.434 -1.760
H -1.619 1.819 -1.377
H -1.865 -0.831 0.090
H -1.751 0.796 0.823
C 1.613 -0.730 6.048
C 0.231 -0.729 5.560
C -0.923 -0.585 6.373
C -2.033 -0.671 5.520
C -1.525 -0.856 4.209
C -2.383 -1.009 3.028
N -0.143 -0.878 4.242
H 1.595 -0.727 7.144
H 2.146 0.171 5.725
H 2.162 -1.615 5.703
H -0.906 -0.442 7.448
H -3.090 -0.619 5.758
H -3.018 -1.904 3.131
H -3.030 -0.125 2.913
H -1.771 -1.106 2.122
*
```


- Among the records above, which one has the highest DFT total energy?
  C25H35N4


- Which of these has the highest DFT total energy?
  C25H35N4


What did the first record say?
Computed, not measured: a gas-phase ion, C25H35N4 (charge +1) at a distorted geometry, with ωB97M-V with the def2-TZVPD basis set.

Output
Orbital gap ... 7.8245 eV
DFT total energy ... -1192.4303 Eh
ΔE to the lowest compared entry with this formula, charge and spin ... 0.0 kcal/mol
SMILES string ... Cc1ccc([C@@H](NC(N(C)C)=[N+](C)C)c2c(C(C)(C)C)[nH]c3ccccc23)cc1
E_HOMO ... -10.11 eV

```
! RIJCOSX wB97M-V def2-TZVPD def2/J DEFGRID3
* xyz 1 1
C 2.831 -0.939 2.048
C 3.441 0.051 1.063
C 4.681 0.643 1.749
C 3.838 -0.564 -0.271
C 2.425 1.128 0.689
N 2.785 2.399 0.965
C 1.811 3.301 0.589
C 0.750 2.560 0.018
C -0.425 3.272 -0.263
C -0.496 4.637 0.027
C 0.603 5.333 0.555
C 1.790 4.661 0.855
C 1.134 1.145 0.087
C 0.169 -0.024 -0.075
C -1.263 0.445 0.167
C -1.559 0.961 1.431
C -2.879 1.237 1.769
C -3.911 0.966 0.862
C -5.330 1.215 1.265
C -3.599 0.520 -0.425
C -2.269 0.343 -0.797
H 1.943 -1.447 1.655
H 3.575 -1.706 2.305
H 2.559 -0.423 2.981
H 5.259 1.307 1.097
H 4.442 1.167 2.683
H 5.349 -0.183 2.021
H 4.297 0.213 -0.899
H 4.568 -1.369 -0.129
H 2.958 -0.957 -0.797
H 3.651 2.683 1.405
H -1.286 2.742 -0.665
H -1.424 5.175 -0.168
H 0.536 6.403 0.723
H 2.677 5.158 1.250
H 0.467 -0.678 0.750
H -0.724 1.128 2.121
H -3.081 1.685 2.748
H -5.996 0.607 0.650
H -5.474 0.947 2.317
H -5.622 2.266 1.136
H -4.399 0.335 -1.151
H -2.046 0.140 -1.847
C -2.664 -3.111 -0.954
N -1.414 -2.455 -0.540
C -1.211 -2.478 0.898
C -0.472 -2.006 -1.423
N 0.250 -0.841 -1.231
N -0.220 -2.763 -2.494
C -0.678 -4.151 -2.591
C 0.762 -2.396 -3.512
H -3.010 -2.747 -1.931
H -2.550 -4.206 -0.969
H -3.439 -2.867 -0.208
H -0.179 -2.761 1.129
H -1.450 -1.516 1.354
H -1.900 -3.211 1.329
H 0.683 -0.432 -2.056
H -0.644 -4.642 -1.611
H -1.680 -4.223 -3.038
H 0.036 -4.638 -3.259
H 0.512 -1.460 -4.038
H 1.786 -2.372 -3.101
H 0.726 -3.204 -4.246
*
```